# 1
ORCA calculation (the ωB97M-V functional and the def2-TZVPD basis) on C42H51BaClFN3O6 as an isolated structure.

Last column: Mulliken charge in e.
Geometry (Å):
Ba (0.54140, -0.58932, -1.38066)  1.02
C (-1.44323, 2.79783, 4.21028)  -1.70
C (-2.26923, 1.72984, 3.48904)  1.27
C (-3.19789, 1.01855, 4.47566)  -1.70
C (-3.05634, 2.29202, 2.32175)  0.98
C (-3.85465, 3.40611, 2.52831)  -0.33
C (-4.61146, 3.95865, 1.50699)  -1.62
C (-4.56849, 3.36427, 0.25859)  -0.69
C (-3.78592, 2.24291, 0.01115)  0.23
C (-3.86586, 1.55979, -1.33801)  2.31
C (-5.18746, 0.78832, -1.42357)  -2.15
C (-3.74959, 2.52759, -2.51507)  -1.81
C (-3.00177, 1.68749, 1.04015)  -0.48
N (-2.12473, 0.64547, 0.79770)  1.21
C (-2.37368, -0.49831, 1.38920)  -0.70
O (-3.42352, -0.85727, 1.95437)  -0.86
C (-1.22116, -1.48527, 1.45213)  0.48
C (-1.50627, -2.79908, 1.77885)  -0.53
C (-0.45626, -3.68980, 1.95733)  -0.92
C (0.83742, -3.23162, 1.83791)  -1.02
C (1.04630, -1.89799, 1.47322)  1.01
N (0.03806, -1.05441, 1.27157)  0.33
C (2.48316, -1.46104, 1.31594)  -0.68
O (3.26677, -1.78190, 2.22877)  -0.79
N (2.75777, -0.86418, 0.16529)  1.20
C (4.12721, -0.60319, -0.06982)  -1.33
C (4.81745, -1.41466, -0.98544)  1.32
C (6.13945, -1.12867, -1.29678)  -0.44
C (6.79921, -0.05355, -0.72654)  -1.48
C (6.12196, 0.73607, 0.18561)  -0.50
C (4.80242, 0.47414, 0.53055)  0.52
C (4.12013, 1.36184, 1.54784)  2.81
C (4.08715, 2.82335, 1.09935)  -1.51
C (4.77053, 1.22406, 2.92408)  -1.73
C (4.16218, -2.63511, -1.60027)  1.85
C (4.82416, -3.91291, -1.08086)  -1.77
C (4.16585, -2.58887, -3.12761)  -1.74
H (-0.78381, 2.33141, 4.94333)  0.44
H (-2.08277, 3.50182, 4.74472)  0.40
H (-0.83099, 3.36653, 3.51261)  0.32
H (-1.57387, 0.98627, 3.09099)  -0.34
H (-3.91216, 1.72594, 4.90429)  0.32
H (-2.62335, 0.57928, 5.29419)  0.44
H (-3.73889, 0.22872, 3.96128)  0.37
H (-3.89174, 3.85439, 3.51400)  0.27
H (-5.22917, 4.83090, 1.68424)  0.33
H (-5.17372, 3.77494, -0.54065)  0.29
H (-3.03798, 0.84624, -1.39634)  -0.42
H (-6.03069, 1.47941, -1.35031)  0.42
H (-5.26139, 0.07278, -0.60628)  0.38
H (-5.27279, 0.25725, -2.37327)  0.57
H (-4.60516, 3.20432, -2.56332)  0.36
H (-3.71423, 1.96949, -3.45037)  0.47
H (-2.84178, 3.12273, -2.44690)  0.21
H (-2.54283, -3.07994, 1.89647)  0.57
H (-0.65386, -4.72772, 2.20017)  0.35
H (1.69349, -3.86692, 2.00757)  0.52
H (6.66135, -1.76016, -2.00434)  0.28
H (7.83023, 0.16244, -0.98723)  0.34
H (6.63357, 1.57364, 0.64555)  0.26
H (3.09174, 1.01737, 1.63377)  -1.47
H (5.09549, 3.23742, 1.03129)  0.41
H (3.52631, 3.42440, 1.81632)  0.36
H (3.60927, 2.91589, 0.12576)  0.26
H (5.81033, 1.55788, 2.89389)  0.32
H (4.73666, 0.18592, 3.23971)  0.35
H (4.23964, 1.83492, 3.65718)  0.46
H (3.11938, -2.65615, -1.26631)  -0.41
H (5.87309, -3.96099, -1.38090)  0.32
H (4.31715, -4.79159, -1.48002)  0.44
H (4.78089, -3.95118, 0.00624)  0.39
H (5.18742, -2.58371, -3.51732)  0.28
H (3.63369, -1.70668, -3.47550)  0.37
H (3.66033, -3.47286, -3.52275)  0.42
Cl (-5.13545, -6.18162, -1.17794)  -0.31
C (-4.04792, -4.83331, -1.46723)  0.14
C (-4.57872, -3.54510, -1.66396)  -0.51
C (-3.74627, -2.49530, -1.90592)  -0.37
C (-2.31745, -2.63100, -1.96500)  -0.08
O (-1.58890, -1.63854, -2.22400)  -0.71
C (-1.81630, -3.95354, -1.71565)  1.45
C (-0.40608, -4.24820, -1.64423)  -0.84
O (0.52840, -3.47024, -1.66130)  -0.36
C (-2.70015, -5.02514, -1.49154)  -0.94
H (-5.64926, -3.39783, -1.61189)  0.43
H (-4.13590, -1.49972, -2.04537)  0.29
H (-0.18130, -5.33215, -1.54318)  0.18
H (-2.28917, -6.01345, -1.32015)  0.34
C (0.59663, 2.34096, 1.13522)  -0.67
O (0.78601, 2.10676, -0.24795)  0.59
C (0.01663, 3.01651, -1.01284)  -0.07
C (0.16366, 2.69241, -2.47737)  -0.99
O (-0.68092, 1.59957, -2.79066)  0.48
C (-0.65454, 1.28184, -4.17172)  -1.07
H (0.98262, 3.33124, 1.40432)  0.40
H (1.13517, 1.57089, 1.67607)  -0.02
H (-0.46322, 2.26386, 1.38624)  0.04
H (0.35435, 4.04893, -0.82508)  0.32
H (-1.03865, 2.94546, -0.72000)  -0.25
H (1.20185, 2.43036, -2.71395)  0.31
H (-0.11627, 3.57264, -3.07865)  0.49
H (-1.14488, 2.07780, -4.75090)  0.29
H (-1.21128, 0.35554, -4.28523)  0.17
H (0.37207, 1.12183, -4.50556)  0.35
F (1.85536, -0.06699, -3.23337)  -0.80

Values from the calculation:
* total charge: -2
* spin multiplicity: 1
* orbital gap: 0.247 Eh
* relative energy (zero: lowest compared OMol25 entry of this formula, charge and spin): 0.00 kcal/mol


# 2
ORCA calculation (the ωB97M-V functional and the def2-TZVPD basis) on C42H51Cl3N14O4S2Sr as an isolated structure.

Last column: Mulliken charge in e.
Geometry (Å):
Sr (0.03178, 0.19485, 0.63854)  1.92
O (-1.24710, 4.48803, 6.84370)  -0.50
C (-2.22418, 3.55060, 6.45694)  -0.54
C (-1.80478, 2.91107, 5.16410)  0.07
C (-2.59079, 1.92805, 4.57010)  -1.22
C (-2.15561, 1.35586, 3.39313)  -0.98
N (-1.02232, 1.69324, 2.77722)  0.83
C (-0.26205, 2.63200, 3.34550)  0.21
C (-0.62058, 3.25924, 4.53622)  -0.76
C (1.04886, 2.93581, 2.70104)  0.00
C (1.69853, 4.14014, 2.94063)  -0.71
C (2.96776, 4.35299, 2.42523)  0.58
C (3.72148, 5.63007, 2.71116)  -0.88
O (2.91730, 6.64006, 3.27103)  -0.52
C (3.54189, 3.33382, 1.67478)  -1.08
C (2.80976, 2.18770, 1.44489)  -1.05
N (1.58485, 1.97699, 1.93342)  0.95
H (-1.51010, 4.90541, 7.66933)  0.32
H (-3.20147, 4.02493, 6.30934)  0.36
H (-2.34940, 2.76403, 7.21010)  0.35
H (-3.51791, 1.59959, 5.02307)  0.54
H (-2.73770, 0.57102, 2.92047)  0.72
H (0.02476, 3.98896, 4.99989)  0.65
H (1.23645, 4.91826, 3.53001)  0.73
H (4.23124, 5.96544, 1.80332)  0.45
H (4.49949, 5.40529, 3.44471)  0.30
H (2.48856, 7.14097, 2.57032)  0.31
H (4.53712, 3.42799, 1.25912)  0.49
H (3.23399, 1.38505, 0.85089)  0.61
N (-0.62725, 1.25381, -2.86246)  0.09
C (0.12505, 0.15637, -3.02314)  -0.65
N (0.42846, -0.18184, -4.27199)  -0.62
C (1.14640, -1.29351, -4.39144)  0.37
N (1.48439, -1.69897, -5.62226)  -0.27
N (1.55900, -2.06158, -3.36358)  -0.66
C (1.24388, -1.60834, -2.16730)  0.31
N (0.54993, -0.49710, -1.91165)  1.51
C (1.73776, -2.43822, -1.02286)  -0.25
C (2.22926, -3.71136, -1.27893)  -0.77
C (2.71915, -4.46800, -0.22726)  -0.53
C (2.71466, -3.92424, 1.04514)  -1.08
C (2.19650, -2.65131, 1.21216)  -0.39
N (1.70830, -1.91750, 0.21163)  0.49
H (-1.02018, 1.66022, -3.69370)  0.34
H (-1.08470, 1.40780, -1.97822)  -0.16
H (1.27772, -1.11296, -6.41149)  0.27
H (2.09356, -2.49100, -5.72484)  0.26
H (2.22946, -4.08372, -2.29116)  0.54
H (3.10436, -5.46335, -0.40292)  0.47
H (3.09850, -4.46702, 1.89710)  0.46
H (2.16932, -2.20086, 2.19623)  0.53
C (-8.17338, -4.88741, 0.68856)  -1.38
C (-7.20430, -4.90362, 1.83772)  0.67
C (-6.72230, -6.09929, 2.35925)  -0.69
C (-5.83567, -6.11631, 3.42491)  -0.73
C (-5.42484, -4.92604, 4.00991)  0.06
N (-4.54835, -4.96128, 5.12502)  -0.05
C (-3.41310, -4.22839, 5.33710)  0.21
O (-2.81669, -4.24456, 6.39258)  -0.67
N (-2.98317, -3.49791, 4.23315)  -0.05
C (-1.85856, -2.68861, 4.17875)  0.62
C (-1.06360, -2.34517, 5.27400)  -0.49
C (0.02890, -1.52016, 5.06032)  -1.26
C (0.30403, -1.04691, 3.79217)  -0.44
N (-0.45484, -1.36798, 2.73871)  0.74
C (-1.49860, -2.16590, 2.93305)  -1.38
C (-5.92109, -3.72070, 3.51872)  -0.08
C (-6.78562, -3.71758, 2.43560)  -0.52
H (-8.29238, -5.88055, 0.25910)  0.35
H (-7.83814, -4.21539, -0.10272)  0.30
H (-9.15747, -4.54609, 1.01398)  0.32
H (-7.03921, -7.03783, 1.92178)  0.33
H (-5.45826, -7.05702, 3.80599)  0.44
H (-4.73078, -5.62014, 5.86595)  0.30
H (-3.46432, -3.66429, 3.36292)  0.22
H (-1.29456, -2.73466, 6.25219)  0.61
H (0.66796, -1.24667, 5.88873)  0.50
H (1.15101, -0.39260, 3.61095)  0.47
H (-2.08636, -2.42520, 2.05543)  0.51
H (-5.65977, -2.79213, 4.01172)  0.53
H (-7.17439, -2.77274, 2.07263)  0.46
Cl (4.77514, 3.18787, -2.60683)  -0.09
C (3.39096, 2.19391, -3.07000)  0.80
Cl (2.70474, 2.74268, -4.59904)  -0.07
Cl (3.86534, 0.48682, -3.17574)  -0.08
C (2.36965, 2.29884, -2.02709)  -0.37
N (1.58908, 2.36279, -1.19136)  -0.21
C (-2.35791, -2.66709, -6.32602)  -1.27
N (-2.58018, -2.79069, -4.88839)  0.21
C (-1.81503, -3.85008, -4.25100)  -1.03
C (-3.12307, -1.79232, -4.15727)  -0.09
S (-2.67394, -1.54550, -2.54827)  -0.14
N (-4.02030, -0.99721, -4.79745)  0.15
C (-5.00264, -1.56120, -5.72300)  -1.19
C (-4.43821, 0.25775, -4.20434)  -0.85
H (-1.30463, -2.86982, -6.52804)  0.42
H (-2.58357, -1.65745, -6.65673)  0.40
H (-2.95919, -3.37642, -6.89698)  0.36
H (-1.81139, -4.71244, -4.91651)  0.41
H (-2.27132, -4.12483, -3.30491)  0.38
H (-0.78288, -3.53922, -4.06189)  0.23
H (-4.85036, -2.62917, -5.83730)  0.40
H (-4.95082, -1.08391, -6.70249)  0.32
H (-6.00273, -1.40331, -5.31369)  0.40
H (-3.59571, 0.73850, -3.71639)  0.09
H (-5.22962, 0.10832, -3.46167)  0.30
H (-4.81947, 0.90088, -4.99747)  0.41
C (-4.03798, 2.66662, 0.34040)  -1.06
S (-3.51947, 1.25646, -0.63344)  0.78
C (-4.55335, 0.01085, 0.12476)  -0.98
O (-2.11269, 0.96087, -0.14763)  -1.00
H (-3.82207, 2.49131, 1.39314)  0.19
H (-5.10523, 2.82294, 0.18192)  0.47
H (-3.48970, 3.53500, -0.01922)  0.40
H (-5.58756, 0.19678, -0.16566)  0.49
H (-4.44614, 0.05555, 1.20805)  0.31
H (-4.23343, -0.94531, -0.28514)  0.22

Values from the calculation:
* total charge: +2
* spin multiplicity: 1
* orbital gap: 0.290 Eh
* relative energy (zero: lowest compared OMol25 entry of this formula, charge and spin): 17.26 kcal/mol